84
Properties=species:S:1:pos:R:3:forces:R:3 method="wB97M-V/def2-TZVPD" e_tot_ev=-69137.71485 orbital_gap_ev=9.06 spin_multiplicity=1
C -0.976761 3.425584 -1.755563 -0.22 0.00 -0.16
O 0.074817 3.556904 -0.836450 -0.05 -0.02 -0.06
C 1.233698 2.829807 -1.207302 0.39 0.08 0.52
C 1.674787 1.899140 -0.080978 -0.18 -0.49 -0.86
C 2.576126 0.776297 -0.651987 -0.45 0.41 0.62
C 1.700004 -0.366814 -1.204218 0.30 0.24 -0.09
Si 2.429936 -1.332377 -2.635541 0.46 0.18 -0.16
C 3.278388 -0.100608 -3.790302 0.00 -0.39 -0.06
O 3.065310 -0.497017 -5.169953 -0.53 0.27 0.17
C 2.840812 0.578338 -5.991660 0.24 0.01 -0.22
C 1.495436 0.505127 -6.663316 0.40 0.12 0.17
O 3.633469 1.466032 -6.125553 -0.16 -0.01 0.20
O 3.584394 -2.439784 -2.179757 -0.90 0.01 0.23
Si 3.182713 -3.697702 -1.165816 0.77 -0.37 -0.13
C 1.572053 -4.522096 -1.655444 -0.30 0.23 0.20
C 0.311786 -3.895184 -1.033947 -0.17 -0.57 0.02
C -0.911238 -4.151123 -1.890245 -0.10 0.04 0.01
O -2.011000 -3.380477 -1.360618 0.10 0.12 -0.24
C -2.625193 -2.630200 -2.329182 -0.20 0.27 -0.36
C -2.168542 -1.192733 -2.378467 0.32 -0.19 0.81
O -3.420093 -3.088815 -3.093819 -0.06 -0.20 0.06
C 3.249431 -3.080048 0.637663 0.18 -0.28 0.13
C 2.346301 -3.801299 1.626984 -0.43 0.56 -0.41
F 4.589937 -3.317094 1.043060 0.10 0.02 -0.11
H -1.862436 3.908140 -1.346539 0.05 0.08 0.11
H -1.230568 2.373564 -1.942592 0.06 -0.04 0.03
H -0.749336 3.897169 -2.718766 0.07 0.00 -0.01
H 2.049229 3.533952 -1.403025 -0.08 0.05 -0.26
H 1.053815 2.244938 -2.116253 -0.07 0.05 -0.06
H 2.187066 2.448518 0.705062 -0.18 0.04 0.12
H 0.770792 1.415638 0.294981 0.09 0.18 0.49
H 3.239756 1.208974 -1.404484 0.15 -0.12 0.02
H 3.176167 0.426398 0.188115 0.28 -0.22 -0.26
H 0.778826 0.085960 -1.596260 -0.05 -0.13 -0.08
H 1.390127 -0.981907 -0.357156 -0.11 -0.08 -0.07
H 1.345965 -2.017254 -3.383895 -0.03 -0.01 0.03
H 4.347386 -0.066273 -3.574003 0.02 0.22 0.00
H 2.840528 0.887941 -3.629499 0.18 0.11 -0.01
H 1.369557 1.362607 -7.315821 0.02 -0.10 -0.18
H 0.737879 0.549439 -5.879406 -0.08 -0.20 -0.04
H 1.424871 -0.442987 -7.191893 -0.22 0.01 -0.04
H 4.255315 -4.705438 -1.274591 0.02 0.02 -0.01
H 1.637221 -5.579494 -1.387373 0.03 -0.01 0.03
H 1.466606 -4.506097 -2.744801 0.25 0.05 -0.05
H 0.100020 -4.363401 -0.071602 0.15 0.17 0.14
H 0.418577 -2.827260 -0.840208 -0.10 0.06 -0.17
H -1.187981 -5.206588 -1.883403 0.02 -0.03 0.06
H -0.742088 -3.886105 -2.937820 0.07 0.14 0.02
H -1.738403 -0.941579 -1.408859 -0.06 0.19 -0.01
H -2.977276 -0.512718 -2.623843 -0.02 -0.05 -0.22
H -1.354236 -1.121985 -3.102575 -0.12 0.03 -0.16
H 3.134777 -1.996530 0.697865 -0.14 0.02 0.08
H 1.413083 -3.239383 1.714145 -0.03 -0.03 0.08
H 2.819255 -3.812877 2.605796 0.02 -0.17 0.02
H 2.069996 -4.798055 1.284170 0.23 -0.19 0.26
O -0.093612 0.994790 2.908673 0.10 -2.34 1.65
P -1.415250 1.309414 3.502136 -1.76 4.00 -2.30
N -2.494815 1.138946 2.192350 0.18 0.32 0.14
C -3.479237 2.037424 1.637039 -0.27 0.01 0.02
C -2.524247 -0.192419 1.617537 0.20 -0.27 0.07
N -1.135963 2.924722 4.038563 0.46 0.14 -0.33
C -2.028952 4.051748 3.806314 -0.31 -0.02 0.38
C 0.255694 3.382009 3.978794 0.14 -0.04 -0.12
N -2.473641 0.880493 4.711342 1.54 -1.57 1.14
C -3.905375 1.114514 4.711379 -0.27 -0.30 -0.54
C -1.867405 0.801598 6.043334 -0.02 0.08 0.07
H -4.501742 1.649731 1.750642 0.02 -0.02 0.02
H -3.306839 2.180715 0.563470 0.04 -0.02 0.01
H -3.458140 3.018808 2.093381 0.00 -0.09 0.06
H -3.090919 -0.902857 2.235947 -0.05 -0.01 -0.08
H -1.510439 -0.581477 1.499002 -0.01 -0.01 0.05
H -2.980241 -0.171059 0.626482 -0.05 0.11 0.02
H -2.250481 4.215675 2.749405 0.06 0.12 0.04
H -1.558024 4.966887 4.165805 0.10 -0.07 0.06
H -2.957539 3.971229 4.376998 -0.11 -0.16 -0.19
H 0.546475 3.718682 2.976766 0.04 -0.01 0.01
H 0.939239 2.599005 4.289369 -0.03 -0.07 -0.10
H 0.383778 4.211455 4.678113 -0.13 0.04 -0.03
H -4.191783 2.106385 4.358791 0.06 0.03 -0.02
H -4.276093 1.012681 5.729839 0.13 0.00 0.05
H -4.434416 0.370817 4.110741 0.02 0.07 -0.09
H -1.829242 1.780922 6.531445 -0.01 0.00 0.00
H -0.848289 0.417774 5.975398 0.01 0.06 -0.05
H -2.423563 0.110222 6.677888 -0.04 -0.02 -0.06

---

68
Properties=species:S:1:pos:R:3:forces:R:3 method="wB97M-V/def2-TZVPD" e_tot_ev=-52714.19744 orbital_gap_ev=2.73 spin_multiplicity=1
C -6.057974 1.176689 2.610640 -0.15 0.02 0.17
C -4.819186 1.878755 2.094242 0.50 -0.18 0.38
O -3.709216 1.371372 2.869806 -1.06 0.40 -0.65
C -2.462705 1.753371 2.493053 2.09 -0.58 0.92
C -1.479159 0.933689 3.228639 -2.35 0.04 0.02
N -0.226237 1.099173 3.021815 1.25 0.73 -0.78
C 0.772017 0.345481 3.387314 0.21 -0.92 0.30
C 2.127827 0.793190 3.184044 -0.48 -0.22 -0.07
C 3.252343 -0.064106 3.279463 0.01 0.52 -0.17
C 4.531168 0.443898 3.061621 -0.17 0.53 -0.10
C 4.697975 1.814130 2.791849 -1.02 -0.59 0.27
Cl 6.274498 2.437378 2.531564 0.80 0.29 -0.10
C 3.596533 2.681923 2.730911 -0.14 -0.76 -0.13
C 2.315715 2.155931 2.884141 0.98 0.41 -0.09
O -2.192513 2.616405 1.675723 -0.94 -0.01 -0.21
H -6.895993 1.360621 1.939282 -0.07 0.01 -0.04
H -5.915417 0.093822 2.700754 0.10 0.22 -0.14
H -6.337811 1.554852 3.598370 0.09 -0.06 -0.08
H -4.647981 1.666569 1.029218 0.03 0.12 0.24
H -4.895929 2.965196 2.239174 0.06 -0.23 -0.19
H -1.903182 0.223442 3.948968 0.18 -0.20 -0.23
H 0.600747 -0.649442 3.829697 0.07 0.19 0.09
H 3.106009 -1.123501 3.507375 0.06 0.30 -0.01
H 5.407729 -0.201166 3.089457 -0.17 0.14 0.04
H 3.744446 3.743968 2.553490 0.04 -0.18 -0.02
H 1.439413 2.793454 2.797738 0.16 -0.15 0.14
C 0.837634 -6.807593 -1.112511 -0.01 -0.15 -0.04
N 1.363337 -5.696768 -0.363726 -0.35 0.50 -0.58
C 2.155562 -5.902398 0.835182 0.20 -0.05 0.39
C 2.518063 -4.473172 1.296674 0.55 -0.36 0.69
C 1.840023 -3.584164 0.314939 -0.19 0.85 -0.57
C 1.204421 -4.384243 -0.668179 0.04 -0.30 0.55
C 0.546948 -3.798511 -1.766913 0.02 0.26 -0.21
C 0.523489 -2.416610 -1.854155 -0.09 -0.20 0.54
C 1.000903 -1.586108 -0.780621 0.10 -0.08 -0.30
C 0.792656 -0.191785 -0.677273 0.10 -0.17 -0.55
C 0.062713 0.661993 -1.536769 -0.47 -0.10 0.09
C 0.389196 2.055608 -1.514164 -0.21 0.30 -0.31
C -0.180216 2.907153 -2.424438 0.02 -0.97 0.49
C -1.139552 2.426897 -3.349948 0.12 0.51 -0.04
N -1.577244 3.447434 -4.128941 -0.03 -0.79 -0.02
C -2.600417 3.346654 -5.136328 -0.14 0.03 -0.04
C -0.990567 4.723568 -3.762746 0.13 0.40 0.17
C -0.009043 4.371964 -2.621499 0.23 0.90 0.07
C -1.543255 1.078753 -3.354732 -0.02 -0.21 0.12
C -0.977428 0.225177 -2.423978 0.40 0.35 -0.25
C 1.755729 -2.218122 0.258749 -0.15 -0.52 0.19
H 0.227281 -6.439789 -1.943227 0.17 -0.19 0.20
H 1.657322 -7.425153 -1.505929 -0.19 0.10 -0.01
H 0.212635 -7.440133 -0.467402 0.08 0.12 -0.14
H 1.585805 -6.445925 1.602009 -0.04 0.08 -0.23
H 3.047642 -6.507580 0.618950 -0.18 0.12 -0.08
H 2.175673 -4.291147 2.320557 0.07 0.02 -0.17
H 3.606967 -4.342713 1.290850 -0.22 0.10 0.01
H 0.083413 -4.432933 -2.523573 0.27 0.37 0.04
H 0.131939 -1.953647 -2.756193 0.07 -0.19 0.27
H 1.315581 0.302700 0.144363 -0.04 -0.06 -0.08
H 1.114339 2.435636 -0.791957 -0.19 -0.21 -0.11
H -2.725452 2.299194 -5.430776 -0.01 0.32 -0.02
H -3.563269 3.731043 -4.765323 0.17 -0.09 -0.11
H -2.307344 3.932740 -6.016012 -0.08 -0.15 0.12
H -0.477697 5.185938 -4.616979 -0.12 -0.18 0.05
H -1.764130 5.434785 -3.435213 0.08 -0.24 -0.05
H -0.252347 4.938496 -1.716175 0.08 -0.16 -0.10
H 1.016725 4.635235 -2.901107 -0.13 -0.09 0.08
H -2.292753 0.742383 -4.072519 0.13 -0.04 0.44
H -1.334872 -0.800191 -2.361719 0.00 0.37 0.02
H 2.246459 -1.609754 1.020388 -0.25 0.00 -0.09

---

53
Properties=species:S:1:pos:R:3:forces:R:3 method="wB97M-V/def2-TZVPD" e_tot_ev=-95997.52952 total_charge=-1 orbital_gap_ev="5.91 / 5.35" spin_multiplicity=2 s_squared=0.766
V -0.123022 0.043561 -0.184198 -0.49 -0.01 -0.21
C -1.990549 2.473192 -0.321265 -0.04 -0.01 -0.07
C -0.724197 2.892838 0.460663 0.06 -0.03 0.01
N 0.462397 2.120268 0.063048 -0.02 0.07 0.09
C 1.376511 2.813646 -0.852231 -0.03 -0.10 -0.01
C 0.729965 3.345878 -2.127159 0.01 0.11 0.06
S 0.217702 2.153517 -3.394592 0.06 -0.07 0.00
C -1.586479 2.181304 -3.311072 -0.13 0.04 -0.04
C -2.294125 1.169020 -2.412791 0.08 -0.05 0.00
N -1.845496 1.183233 -1.020245 0.12 -0.01 0.23
H -2.224083 3.234053 -1.065719 -0.03 0.02 0.00
H -2.839519 2.438718 0.364582 0.03 -0.01 0.03
H -0.878874 2.726402 1.522320 -0.03 -0.02 0.01
H -0.552331 3.967831 0.330505 0.00 0.01 -0.02
H 0.977698 1.870587 0.907645 0.07 0.14 0.12
H 2.175290 2.113915 -1.104201 -0.01 0.00 -0.02
H 1.814238 3.684746 -0.342309 0.01 0.00 -0.01
H 1.473387 3.984050 -2.608729 0.00 -0.02 -0.01
H -0.120246 3.994713 -1.903292 -0.01 -0.02 0.00
H -1.917908 1.983431 -4.332808 0.01 -0.02 0.01
H -1.901546 3.205244 -3.097827 0.03 0.00 0.02
H -2.122133 0.157278 -2.781348 0.03 0.00 -0.01
H -3.372155 1.384044 -2.483467 0.00 0.00 0.01
H -2.324197 0.434404 -0.518958 -0.23 0.13 0.02
O -0.570867 -2.081718 0.336856 0.08 -0.17 0.02
S 0.715886 -2.236774 1.036897 -0.06 0.46 0.10
O 1.463702 -3.420470 0.716392 0.02 -0.10 0.01
O 1.443404 -0.958231 0.880966 0.17 -0.28 0.10
C 0.332374 -2.331116 2.787351 0.01 0.02 0.05
C 0.552328 -3.569423 3.372218 0.01 -0.05 0.05
C 0.298719 -3.784092 4.719870 0.03 -0.03 -0.05
C -0.177650 -2.746715 5.496628 -0.02 0.07 0.00
C -0.404122 -1.503843 4.920571 0.00 -0.05 0.04
C -0.155644 -1.273708 3.573984 0.00 -0.05 0.11
S -0.512569 0.410636 3.036521 0.08 -0.26 -0.68
O -1.422119 0.948268 4.015451 -0.11 0.02 0.10
O -1.169893 0.226527 1.710503 0.19 0.27 0.00
O 0.753677 1.105014 2.911541 0.00 0.06 0.07
H 0.938737 -4.364315 2.750043 -0.01 0.01 -0.01
H 0.478019 -4.760425 5.152497 0.00 0.00 -0.01
H -0.380527 -2.894911 6.550037 0.00 0.00 0.00
H -0.795312 -0.688360 5.512273 0.00 0.00 -0.01
O -1.108248 -1.854752 -2.774327 -0.03 0.04 0.04
C 0.097574 -1.753548 -2.598158 0.00 0.20 0.02
C 1.105553 -2.765291 -3.129766 -0.04 0.00 -0.10
C 2.443680 -2.216539 -2.670448 0.06 0.02 -0.02
C 2.090279 -0.854317 -2.090520 -0.13 0.19 0.02
O 2.916706 -0.004897 -1.806008 -0.03 0.01 0.04
N 0.725499 -0.723748 -1.944445 0.28 -0.50 -0.10
H 1.004809 -2.811435 -4.215821 0.01 -0.02 0.00
H 0.850468 -3.745628 -2.728815 0.02 0.00 0.02
H 3.193978 -2.104691 -3.452409 -0.01 -0.01 -0.01
H 2.881207 -2.797370 -1.856432 -0.01 -0.01 -0.01

---

92
Properties=species:S:1:pos:R:3:forces:R:3 method="wB97M-V/def2-TZVPD" e_tot_ev=-52099.63391 total_charge=+2 relative_energy_kcal_mol=0.0 orbital_gap_ev="8.10 / 6.35" spin_multiplicity=5 s_squared=6.057
Pd 0.125614 0.336863 -0.321237 0.07 -0.25 0.93
C -1.238066 -3.229853 -1.291130 -0.11 -0.13 -0.05
C -1.076383 -1.882770 -1.994215 -0.10 0.25 -0.02
C -0.421977 -2.037523 -3.361265 -0.01 -0.08 -0.08
C -2.396410 -1.130945 -2.034730 -0.01 0.01 0.22
C -3.268570 -1.324532 -3.063921 -0.31 0.09 -0.10
C -4.567515 -0.781977 -3.012533 0.03 0.00 -0.01
C -5.004055 -0.023875 -1.926225 0.02 -0.11 -0.18
C -4.186073 0.210610 -0.847352 0.23 -0.12 0.14
C -4.608827 1.195432 0.219374 0.11 -0.03 -0.08
C -4.705874 2.595689 -0.400090 -0.07 0.09 -0.03
C -5.923556 0.790495 0.885910 -0.10 0.02 -0.09
C -2.860729 -0.375859 -0.875571 -0.16 -0.10 -0.14
N -1.968613 -0.261923 0.122753 -0.04 -0.04 0.18
C -2.261570 -0.576473 1.456930 0.21 0.13 -0.22
O -3.329851 -0.908499 1.897696 -0.18 -0.07 -0.04
C -1.020049 -0.626933 2.317028 0.07 0.10 -0.39
C -1.038967 -0.977658 3.651063 0.01 -0.03 0.21
C 0.175197 -1.060395 4.325563 -0.02 0.00 0.02
C 1.365367 -0.801235 3.654303 0.00 -0.04 0.16
C 1.297738 -0.464919 2.316509 -0.16 0.05 -0.35
N 0.127339 -0.384162 1.689786 0.09 -0.12 0.19
C 2.515874 -0.165221 1.481487 -0.17 0.10 -0.35
O 3.593680 -0.026404 1.992487 0.25 -0.14 -0.03
N 2.254374 0.056198 0.113582 0.05 -0.03 0.31
C 3.227920 -0.087421 -0.802806 0.09 -0.09 -0.13
C 3.332337 0.936953 -1.831494 -0.02 -0.18 0.18
C 4.344628 0.828414 -2.735982 0.31 -0.16 -0.09
C 5.241156 -0.257441 -2.698237 0.00 0.09 -0.09
C 5.115337 -1.268347 -1.757121 0.06 0.10 -0.08
C 4.117164 -1.242825 -0.808378 -0.12 0.23 0.01
C 3.900529 -2.491788 0.027429 -0.08 0.17 -0.08
C 3.603113 -3.678731 -0.900552 -0.01 -0.11 -0.04
C 5.088279 -2.798163 0.940336 0.13 -0.03 -0.07
C 2.422758 2.152187 -1.835358 -0.06 -0.01 0.00
C 3.058684 3.407885 -2.429740 0.12 0.06 -0.03
C 1.128511 1.855693 -2.595049 -0.15 -0.16 0.12
H -0.278384 -3.745747 -1.237162 -0.01 0.01 0.01
H -1.927350 -3.854951 -1.862469 0.03 -0.03 0.04
H -1.637728 -3.130140 -0.281099 0.00 0.05 -0.01
H -0.376250 -1.308106 -1.357160 0.11 -0.18 -0.15
H -0.953188 -2.769734 -3.971540 0.01 0.02 0.01
H 0.596724 -2.408554 -3.242369 0.00 0.00 0.00
H -0.387587 -1.098744 -3.916269 0.00 0.01 0.04
H -2.988779 -1.929206 -3.915805 -0.01 0.01 0.00
H -5.241384 -0.951772 -3.843501 0.02 0.00 0.02
H -5.993951 0.413175 -1.952294 0.02 -0.02 -0.01
H -3.840717 1.224042 0.987355 0.05 0.04 0.05
H -5.496040 2.639573 -1.152779 0.03 0.01 0.04
H -3.775235 2.902186 -0.888344 -0.01 -0.05 0.04
H -4.944513 3.327535 0.372957 0.00 -0.01 -0.02
H -6.740694 0.788236 0.160550 0.01 -0.02 0.07
H -6.181456 1.510516 1.662816 0.02 0.00 -0.01
H -5.856136 -0.195511 1.341509 0.03 -0.01 -0.02
H -1.986002 -1.184220 4.131533 0.03 -0.01 0.00
H 0.192711 -1.332911 5.372731 0.01 0.01 -0.02
H 2.330203 -0.854638 4.140859 -0.02 0.00 0.00
H 4.498180 1.603059 -3.474625 0.02 -0.05 0.00
H 6.034072 -0.309344 -3.434243 -0.02 0.00 0.02
H 5.792303 -2.111867 -1.795250 -0.01 0.03 0.00
H 3.017390 -2.359939 0.646654 -0.16 0.10 0.14
H 4.450370 -3.905050 -1.550190 -0.02 0.02 0.05
H 2.736441 -3.496309 -1.541314 0.02 0.05 0.04
H 3.401857 -4.570209 -0.305256 0.00 0.03 0.00
H 5.992004 -2.973230 0.351891 -0.03 0.01 0.05
H 4.891119 -3.707751 1.508301 -0.02 0.01 -0.01
H 5.288578 -1.989712 1.640645 -0.03 0.06 -0.02
H 2.176548 2.368322 -0.792866 -0.02 0.05 0.03
H 3.254443 3.314289 -3.500504 -0.04 -0.02 0.06
H 3.996773 3.657787 -1.932252 -0.03 -0.03 -0.01
H 2.376267 4.250792 -2.306855 0.04 -0.02 0.02
H 1.297250 1.413885 -3.577367 0.09 0.12 -0.03
H 0.496463 2.737928 -2.701383 0.07 0.06 -0.05
H 0.501549 1.107235 -2.064573 -0.13 -0.13 -0.36
C -0.965942 4.591579 1.999291 -0.15 -0.10 0.03
C 0.485308 4.186631 1.754734 0.20 -0.02 0.06
C 1.304493 4.356098 3.027872 0.04 0.07 0.08
C 1.095596 5.001861 0.620485 0.03 0.04 -0.14
N 0.633314 2.739669 1.409556 -0.30 0.06 -0.26
N -0.314842 2.305069 0.411857 0.21 0.35 0.38
H -1.018513 5.614171 2.372694 0.05 -0.03 0.00
H -1.430247 3.945159 2.752240 0.00 0.04 -0.02
H -1.575075 4.564954 1.090033 0.04 0.00 0.02
H 1.369966 5.410199 3.298845 -0.02 -0.04 -0.01
H 2.319208 3.977470 2.891877 -0.04 0.00 -0.01
H 0.839359 3.829324 3.866610 0.03 0.01 -0.03
H 0.992519 6.068855 0.821648 0.01 -0.04 0.03
H 0.597401 4.827030 -0.342155 0.00 0.01 0.07
H 2.156318 4.772129 0.501833 -0.05 -0.01 0.03
H 0.448771 2.177902 2.236641 -0.01 0.05 -0.01
H -0.257148 2.979328 -0.348441 0.00 -0.05 -0.04
H -1.272648 2.336408 0.767101 -0.04 0.07 -0.10

---

no.,maximum force (eV/A)
1,4.938
2,2.358
3,0.736
4,0.970